[1]
{
  "formula": "C31H33InN4S5Si",
  "method": "ωB97M-V/def2-TZVPD",
  "elements": ["In", "S", "S", "S", "S", "S", "Si", "N", "N", "N", "N", "C", "C", "C", "C", "C", "C", "C", "C", "C", "C", "C", "C", "C", "C", "C", "C", "C", "C", "C", "C", "C", "C", "C", "C", "C", "C", "C", "C", "C", "C", "C", "H", "H", "H", "H", "H", "H", "H", "H", "H", "H", "H", "H", "H", "H", "H", "H", "H", "H", "H", "H", "H", "H", "H", "H", "H", "H", "H", "H", "H", "H", "H", "H", "H"],
  "xyz": [[-1.5680, 1.0387, 0.9233], [-3.8079, 0.7866, 1.6934], [-4.1601, 1.5238, -0.2841], [-4.6981, 0.0115, -1.5325], [-2.1025, -1.2214, 3.7193], [-1.0660, 3.0838, -1.7497], [-0.3318, 1.2538, -2.5359], [-0.8268, -0.3935, 2.9325], [-1.0193, -0.7557, -0.3934], [1.1363, 1.1017, 1.7889], [0.6341, -0.9124, 4.7052], [2.2795, 2.4016, -2.2684], [-0.9486, 2.9291, 0.0644], [-0.3329, -0.8573, 5.7428], [3.7541, 0.2081, 1.9966], [-2.0556, -1.8047, -0.0436], [3.4184, 1.1897, 1.0842], [-0.9220, -0.6163, 8.0515], [2.7632, -0.3093, 2.8201], [-0.9154, 1.2277, -4.3075], [2.2773, 0.0897, -2.8732], [-2.2652, -0.6941, 7.7188], [-0.0346, 1.3091, -5.3873], [0.6627, -2.5462, -0.9996], [4.3630, 1.2619, -2.6528], [-0.5516, -3.4673, -1.1762], [3.6638, 0.0944, -2.9296], [0.3366, -1.3030, -0.1611], [-0.5061, 1.2890, -6.6927], [0.0489, -0.6761, 7.0610], [2.0956, 1.6069, 1.0231], [1.5559, 1.2339, -2.5225], [0.3354, -0.3908, 3.4680], [1.4691, 0.1699, 2.6794], [-2.7581, 1.1060, -5.8702], [-1.5273, -3.2348, -0.0349], [3.6673, 2.4190, -2.3310], [-1.1698, -0.2932, -1.8053], [-2.6437, -0.8364, 6.3908], [-1.6745, -0.9483, 5.4062], [-1.8685, 1.1853, -6.9334], [-2.2883, 1.1297, -4.5657], [1.0674, -0.5191, -0.3595], [0.0073, 3.3015, 0.4218], [2.9962, -1.1053, 3.5148], [-1.0560, -3.2597, -2.1230], [-3.8220, 1.0275, -6.0536], [-0.6233, -0.4949, 9.0838], [-2.2425, -0.0954, -1.9622], [0.3947, -1.5566, 0.8976], [-2.2383, 1.1690, -7.9511], [1.0993, -0.5916, 7.3152], [4.1469, 1.6172, 0.4099], [-0.2337, -4.5098, -1.2163], [1.7938, 2.3589, 0.3079], [1.4639, -3.0759, -0.4776], [-3.0213, -0.6334, 8.4894], [4.1975, -0.8066, -3.2053], [1.0700, -2.2654, -1.9692], [-2.8793, -1.6750, -0.7465], [1.7396, 3.3121, -2.0298], [5.4445, 1.2737, -2.7080], [1.0320, 1.3937, -5.2103], [-1.7212, 3.6019, 0.4399], [-3.0011, 1.0702, -3.7474], [1.7484, -0.8201, -3.1324], [-0.9271, -1.1138, -2.4921], [4.2046, 3.3406, -2.1414], [-3.6894, -0.8723, 6.1134], [-1.0365, -3.4574, 0.9188], [0.1887, 1.3564, -7.5205], [1.5726, -0.7283, 5.0226], [-2.4767, -1.5639, 0.9329], [-2.3854, -3.9046, -0.1053], [4.7679, -0.1636, 2.0644]],
  "forces_ev_per_a": [[0.0, 0.1, -0.1], [0.0, -0.1, 0.1], [0.0, 0.0, -0.2], [0.0, 0.0, 0.0], [0.0, 0.0, 0.0], [0.0, 0.0, 0.0], [0.0, -0.1, 0.0], [0.1, 0.0, 0.0], [0.0, 0.0, 0.0], [0.0, 0.0, 0.0], [0.0, 0.0, 0.0], [0.0, 0.0, 0.0], [0.0, 0.0, 0.1], [0.0, 0.0, 0.0], [0.0, 0.0, 0.0], [0.0, 0.0, 0.0], [0.0, 0.0, 0.0], [0.0, 0.0, 0.0], [0.0, 0.0, 0.0], [0.0, 0.0, 0.0], [0.0, 0.0, 0.0], [0.0, 0.0, 0.0], [0.0, 0.0, 0.0], [0.0, 0.0, 0.0], [0.0, 0.0, 0.0], [0.0, 0.0, 0.0], [0.0, 0.0, 0.0], [0.0, 0.0, 0.0], [0.0, 0.0, 0.0], [0.0, 0.0, 0.0], [0.0, 0.0, 0.0], [0.0, 0.0, 0.0], [-0.1, 0.0, 0.0], [0.0, 0.0, 0.0], [0.0, 0.0, 0.0], [0.0, 0.0, 0.0], [0.0, 0.0, 0.0], [0.0, 0.0, 0.0], [0.0, 0.0, 0.0], [0.0, 0.0, 0.0], [0.0, 0.0, 0.0], [0.0, 0.0, 0.0], [0.0, 0.0, 0.0], [0.0, 0.0, 0.0], [0.0, 0.0, 0.0], [0.0, 0.0, 0.0], [0.0, 0.0, 0.0], [0.0, 0.0, 0.0], [0.0, 0.0, 0.0], [0.0, 0.0, 0.0], [0.0, 0.0, 0.0], [0.0, 0.0, 0.0], [0.0, 0.0, 0.0], [0.0, 0.0, 0.0], [0.0, 0.0, 0.0], [0.0, 0.0, 0.0], [0.0, 0.0, 0.0], [0.0, 0.0, 0.0], [0.0, 0.0, 0.0], [0.0, 0.0, 0.0], [0.0, 0.0, 0.0], [0.0, 0.0, 0.0], [0.0, 0.0, 0.0], [0.0, 0.0, 0.0], [0.0, 0.0, 0.0], [0.0, 0.0, 0.0], [0.0, 0.0, 0.0], [0.0, 0.0, 0.0], [0.0, 0.0, 0.0], [0.0, 0.0, 0.0], [0.0, 0.0, 0.0], [0.0, 0.0, 0.0], [0.0, 0.0, 0.0], [0.0, 0.0, 0.0], [0.0, 0.0, 0.0]],
  "multiplicity": 1,
  "largest_force_ev_per_a": 0.16,
  "energy_ha": -3890.7459
}

---

[2]
{
  "formula": "C27H52Br12N4O",
  "method": "ωB97M-V/def2-TZVPD",
  "elements": ["Br", "Br", "Br", "Br", "Br", "Br", "Br", "Br", "Br", "Br", "Br", "Br", "O", "N", "N", "N", "N", "C", "C", "C", "C", "C", "C", "C", "C", "C", "C", "C", "C", "C", "C", "C", "C", "C", "C", "C", "C", "C", "C", "C", "C", "C", "C", "C", "H", "H", "H", "H", "H", "H", "H", "H", "H", "H", "H", "H", "H", "H", "H", "H", "H", "H", "H", "H", "H", "H", "H", "H", "H", "H", "H", "H", "H", "H", "H", "H", "H", "H", "H", "H", "H", "H", "H", "H", "H", "H", "H", "H", "H", "H", "H", "H", "H", "H", "H", "H"],
  "xyz": [[-4.9594, -1.0831, -3.9799], [1.6863, 1.8523, -4.7301], [5.9006, 1.3136, -0.9936], [3.1180, -3.1078, 0.4984], [-0.4400, -3.1822, 3.3475], [-2.7757, -4.3951, -1.6677], [6.7025, -3.1253, -0.6249], [-4.0109, -0.3538, 3.9311], [3.9682, -0.7848, 4.3316], [2.4457, 0.5455, -7.8603], [-7.4800, 1.5243, -1.4079], [-4.7497, 0.2251, 0.0332], [-0.4061, 5.7009, 3.2037], [0.0107, -2.7945, -3.5457], [2.3591, 0.4538, -0.6379], [1.7404, 5.1732, 2.9071], [-0.2498, 1.8134, 3.6375], [-5.8823, 1.5298, 0.9122], [3.5076, -3.4594, -3.3822], [0.1983, -0.7311, 0.2635], [-7.3441, 1.3388, 0.5074], [1.6072, 5.1194, 1.4837], [3.1288, -1.3067, 2.6907], [2.0572, -0.0351, -5.0743], [-4.3621, -2.2094, -2.5205], [1.4188, -0.0887, -0.2414], [5.4613, -0.5831, -0.8470], [2.9968, 4.6788, 3.4734], [-3.0501, 3.7125, 2.7701], [-2.2644, 3.3709, 4.0081], [1.6374, -0.4605, -6.4251], [3.4645, -2.7729, 2.3713], [0.6562, -3.7151, -3.6460], [-2.1889, -1.0342, 3.9955], [-0.7948, -1.0034, -0.8265], [-3.6306, -3.4302, -3.1132], [-2.2047, -2.5056, 3.7198], [-0.8741, 0.1682, -1.7851], [-4.3060, 4.5324, 3.0334], [6.5320, -1.4073, -1.5138], [2.7844, -4.7272, -2.9972], [0.6909, 5.4721, 3.6497], [-1.1489, 2.4809, 3.7908], [1.4995, -4.9091, -3.7764], [-4.9376, 4.5701, 2.1373], [7.5219, -0.9661, -1.5793], [4.4712, -3.0711, 2.6293], [-5.5672, 2.5216, 0.6068], [-7.9010, 2.1842, 0.8962], [2.4253, -4.7265, -1.9556], [0.8500, 5.8166, 1.1341], [-7.7051, 0.3698, 0.8232], [-2.3777, 4.2987, 2.1331], [-4.3731, -4.0588, -3.6013], [0.9039, 5.4071, 4.7277], [-5.7174, 1.3621, 1.9723], [1.8857, -1.5088, -6.5808], [3.4899, -3.4260, -4.4822], [2.9980, 4.7661, 4.5585], [2.8989, -2.6106, -3.0709], [-2.6632, -3.0468, 4.5461], [-2.8696, -3.1791, -3.8418], [3.5653, -0.6563, 1.9332], [0.9267, -5.7243, -3.3249], [6.3028, -1.5838, -2.5677], [-4.9983, 4.1136, 3.7734], [5.4081, -0.7391, 0.2198], [4.4902, -0.7237, -1.3001], [4.5474, -3.3969, -3.0869], [3.1423, 3.6298, 3.2065], [-0.4738, -1.8455, -1.4358], [-2.8204, -2.7605, 2.8608], [-2.9078, 2.9820, 4.8073], [3.3655, -5.6502, -2.9996], [-1.8015, -0.7606, 4.9710], [-1.8062, -1.0834, -0.4327], [2.0577, -1.1364, 2.6743], [3.8257, 5.2703, 3.0794], [-3.2191, 2.7965, 2.1886], [-1.6529, 0.0534, -2.5342], [2.7475, -3.3843, 2.9166], [1.6667, -5.1390, -4.8284], [-1.8064, 4.2463, 4.4840], [-3.6717, -1.6579, -1.8918], [-4.0438, 5.5630, 3.2704], [0.4637, -1.6095, 0.8439], [-5.2370, -2.5419, -1.9791], [3.0621, -0.2601, -4.7492], [2.5647, 5.2656, 0.9862], [0.5603, -0.3772, -6.5177], [-0.1653, 0.0603, 0.9354], [-1.0056, 1.1178, -1.2571], [-1.5959, -0.4678, 3.2875], [1.2915, 4.1310, 1.1351], [0.0846, 0.2604, -2.3040], [1.3503, -0.4944, -4.3805]],
  "forces_ev_per_a": [[0.0, 0.1, 0.1], [0.2, 0.0, -0.1], [-0.1, 0.0, -0.2], [-0.1, -0.2, -0.1], [0.2, -0.1, 0.1], [0.0, -0.2, 0.0], [0.1, -0.1, -0.1], [0.0, 0.1, 0.1], [-0.2, 0.1, 0.5], [0.1, -0.1, -0.2], [-0.4, -0.1, -0.3], [0.3, 0.0, 0.1], [-1.3, 0.6, -0.2], [-1.5, 2.2, 0.1], [-0.7, -0.4, 0.3], [1.7, -0.3, 0.0], [2.0, -1.6, -0.5], [-0.5, -0.2, -0.3], [-0.4, -0.2, -1.1], [0.5, 1.0, 0.7], [1.1, 0.4, 0.1], [-0.2, -0.6, -1.0], [0.8, -0.4, -1.3], [-0.9, 0.4, 1.3], [0.9, -0.8, -0.5], [0.9, 0.0, -0.4], [0.3, 0.5, 0.1], [-0.3, 0.2, -0.2], [0.4, 0.1, -0.9], [-0.2, 0.5, 1.5], [-0.2, -0.4, -0.5], [-1.1, 0.5, 0.7], [1.4, -2.2, -0.6], [0.4, 0.5, 0.0], [-0.5, 0.6, -1.1], [-0.8, 0.6, 0.0], [-0.9, -0.3, 0.0], [0.7, 0.5, -0.3], [-0.5, -0.2, -0.5], [0.2, -0.1, -0.9], [-0.3, -0.5, 1.5], [0.2, -0.6, 0.8], [-1.7, 1.0, 0.2], [-0.5, -0.2, 0.1], [0.3, 0.1, -0.1], [0.0, 0.1, 0.7], [0.2, 0.1, -0.2], [0.3, 0.0, 0.1], [-0.3, -0.2, 0.3], [0.4, 0.5, 0.0], [0.2, 0.2, 0.1], [-0.3, 0.0, -0.1], [-0.1, 0.0, 0.0], [0.2, -0.3, 0.2], [0.0, 0.2, 0.1], [-0.1, 0.1, 0.1], [0.2, 0.0, 0.0], [0.2, 0.1, 0.1], [-0.1, 0.0, 0.0], [0.4, 0.2, 0.3], [0.4, -0.1, 0.1], [0.2, 0.2, 0.2], [0.0, 0.0, 0.0], [0.0, -0.1, -0.2], [-0.3, -0.3, 0.2], [0.5, 0.0, 0.3], [0.0, -0.2, 0.1], [-0.1, 0.0, 0.1], [0.0, 0.1, 0.4], [0.0, 0.0, 0.0], [-0.4, -0.4, 0.4], [0.2, 0.2, -0.2], [0.0, -0.4, -0.3], [0.2, 0.1, -0.6], [0.0, -0.3, 0.2], [0.1, -0.8, 0.4], [-0.1, 0.0, 0.5], [0.0, -0.1, 0.0], [-0.4, 0.1, 0.3], [-0.1, 0.0, 0.0], [0.2, -0.2, 0.0], [-0.1, 0.1, -0.1], [-0.2, 0.2, -0.4], [-0.2, 0.3, 0.0], [-0.1, -0.1, 0.3], [0.0, -0.1, 0.1], [-0.1, 0.2, 0.2], [0.3, 0.1, -0.3], [0.1, 0.4, 0.2], [-0.1, 0.2, -0.2], [-0.3, -0.4, 0.2], [-0.2, 0.0, 0.0], [-0.1, 0.0, -0.3], [-0.2, -0.1, 0.2], [-0.2, 0.1, -0.2], [0.3, -0.3, 0.1]],
  "smiles": "CN(C)C=O.BrCCBr.BrCCBr.BrCCBr.BrCCBr.BrCCBr.BrCCBr.CCCC#N.CCCC#N.CCCC#N",
  "multiplicity": 1,
  "largest_force_ev_per_a": 2.68,
  "energy_ha": -32242.4035
}

---

[3]
{
  "formula": "C4H7O3P",
  "method": "ωB97M-V/def2-TZVPD",
  "elements": ["P", "O", "O", "O", "C", "C", "C", "C", "H", "H", "H", "H", "H", "H", "H"],
  "xyz": [[1.5376, -2.1748, 1.9482], [0.6593, -2.3682, 3.1170], [1.6121, -3.3409, 1.0126], [2.7802, -1.3508, 2.1140], [-0.3387, 0.5046, -0.4475], [0.3866, 1.7943, -0.0914], [-0.2441, -0.7750, 0.0044], [-1.5845, 0.6439, -1.5744], [0.6877, 2.3889, -1.0302], [-2.1434, -0.2804, -1.6896], [-0.3775, 2.4535, 0.3382], [-0.8389, -1.6114, -0.4799], [1.2067, 1.6557, 0.5473], [-2.2464, 1.5350, -1.1928], [-1.0967, 0.9256, -2.5760]],
  "forces_ev_per_a": [[1.2, -1.1, -0.8], [-1.2, 0.6, 1.1], [0.0, 0.1, -0.6], [-0.3, 0.7, -0.3], [-2.6, -2.9, -1.8], [-2.0, 0.4, -2.3], [1.8, 0.7, 0.9], [2.0, 2.9, 0.8], [-0.1, -1.0, 1.0], [0.1, 0.1, 0.3], [0.2, 0.2, 0.5], [0.2, 1.2, 0.4], [1.1, -0.3, 0.9], [0.7, -1.4, -1.0], [-0.9, -0.1, 1.0]],
  "multiplicity": 1,
  "largest_force_ev_per_a": 4.26,
  "energy_ha": -723.6275,
  "charge": -2
}